Record 1
{"formula": "C3H3ClO2", "method": "the ωB97M-V functional and the def2-TZVPD basis", "e_lumo_ev": 0.23, "orbital_gap_ev": 10.10, "smiles": "OC#CCl.C=O", "spin_multiplicity": 1, "e_homo_ev": -9.8673, "elements": ["O", "C", "C", "Cl", "H", "C", "O", "H", "H"], "xyz": [[-1.29134, -2.63022, 0.12633], [-1.98051, -1.53867, 0.00435], [-2.50664, -0.48426, 0.04425], [-3.83496, 0.64931, -0.03607], [-1.35395, -3.16304, -0.68606], [0.58319, 0.28969, 0.38070], [1.70998, 0.32785, 0.01236], [-0.13166, 1.02632, 0.14093], [-0.01695, -0.56030, 0.81720]], "forces_ev_per_a": [[0.251, -0.672, -0.358], [0.850, -1.658, 0.164], [-3.432, 3.299, -0.380], [1.970, -1.285, 0.193], [0.105, 0.201, 0.289], [-1.375, -1.568, -0.151], [1.044, -0.279, 0.229], [-0.867, 1.983, -0.305], [1.453, -0.021, 0.318]]}



Record 2
{"formula": "C3H3ClOS", "method": "the ωB97M-V functional and the def2-TZVPD basis", "e_lumo_ev": -0.81, "orbital_gap_ev": 8.95, "spin_multiplicity": 1, "e_homo_ev": -9.7512, "elements": ["C", "C", "C", "H", "H", "H", "O", "S", "Cl"], "xyz": [[-1.04756, 0.45495, 0.08056], [0.29901, -0.26893, 0.11901], [1.32264, 0.49237, 0.00628], [-1.78861, -1.84310, 1.03824], [0.31170, -1.47642, 0.22938], [1.37326, 1.63396, -0.20647], [-1.34453, 1.61379, 0.07505], [-2.59249, -0.63663, -0.13087], [2.87619, -0.30053, -0.04722]], "forces_ev_per_a": [[-2.067, -1.174, -0.461], [-3.913, -2.813, 0.722], [3.454, 2.502, -1.088], [-2.078, 2.449, -2.706], [0.056, 3.441, -0.339], [-0.410, -2.295, 0.669], [1.565, -0.007, 0.036], [3.318, -2.575, 3.101], [0.074, 0.472, 0.065]]}



Record 3
{"formula": "C3H3ClOS", "method": "the ωB97M-V functional and the def2-TZVPD basis", "e_lumo_ev": -0.60, "orbital_gap_ev": 8.71, "smiles": "C=COC(=S)Cl", "spin_multiplicity": 1, "e_homo_ev": -9.3153, "elements": ["C", "C", "O", "C", "S", "Cl", "H", "H", "H"], "xyz": [[0.03983, -1.49285, 1.15037], [0.05278, -0.59449, 0.17124], [-0.20064, 0.69806, 0.28609], [-0.15356, 1.69696, -0.80681], [-0.36089, 3.28357, -0.59940], [0.09787, 1.01870, -2.28909], [0.11114, -2.46452, 0.70330], [-0.10701, -1.22001, 2.16481], [0.52047, -0.92542, -0.78050]], "forces_ev_per_a": [[-0.299, 0.896, -1.282], [1.624, -1.685, -1.561], [-0.367, 4.432, -1.029], [-0.302, -1.107, 3.093], [0.046, -0.981, 0.566], [0.321, -0.902, -1.689], [0.436, -0.655, 0.833], [-0.454, -0.285, 0.729], [-1.006, 0.288, 0.341]]}



Record 4
{"formula": "C3H3ClOS", "method": "the ωB97M-V functional and the def2-TZVPD basis", "e_lumo_ev": -0.38, "orbital_gap_ev": 8.63, "smiles": "OC(=S)/C=C\\Cl", "spin_multiplicity": 1, "e_homo_ev": -9.0116, "elements": ["O", "C", "S", "C", "C", "Cl", "H", "H", "H"], "xyz": [[-1.66104, 0.96634, -0.57166], [-0.38879, 0.84975, -0.17414], [0.56295, 2.12486, 0.04790], [-0.12347, -0.58072, -0.02011], [0.97037, -1.21386, 0.35606], [2.47572, -0.60951, 0.85448], [-1.86802, 1.93062, -0.59769], [-0.92515, -1.18948, -0.25936], [0.95744, -2.27800, 0.36453]], "forces_ev_per_a": [[-0.658, 1.022, -0.028], [-0.343, -0.721, -0.022], [0.570, 0.533, 0.184], [1.222, 1.463, 0.237], [0.392, -0.121, 0.129], [0.170, 0.332, 0.021], [0.188, -0.753, -0.099], [-1.522, -1.105, -0.483], [-0.020, -0.650, 0.063]]}



Record 5
{"formula": "C3H3ClS", "method": "the ωB97M-V functional and the def2-TZVPD basis", "e_lumo_ev": -0.25, "orbital_gap_ev": 8.78, "smiles": "C#CCSCl", "spin_multiplicity": 1, "e_homo_ev": -9.0329, "elements": ["C", "C", "C", "S", "Cl", "H", "H", "H"], "xyz": [[-0.35633, 1.52391, 0.64172], [0.12416, 0.57534, 0.08223], [0.64562, -0.56441, -0.54739], [2.38878, -0.07618, -1.82216], [3.67529, 0.48162, -0.38326], [-0.80996, 2.33139, 1.13427], [0.02908, -0.96719, -1.34017], [1.10421, -1.30359, 0.09289]], "forces_ev_per_a": [[0.309, -0.674, -0.385], [-0.344, 0.954, 0.553], [2.555, 0.015, -2.197], [-2.231, -0.531, 1.466], [0.117, 0.073, 0.164], [-0.196, 0.495, 0.267], [-0.139, -0.211, 0.065], [-0.071, -0.121, 0.068]]}



Record 6
{"formula": "C3H3CrO3", "method": "the ωB97M-V functional and the def2-TZVPD basis", "e_lumo_ev": [-0.97, -0.71], "orbital_gap_ev": [6.64, 9.28], "s2": 8.755, "spin_multiplicity": 6, "e_homo_ev": [-7.6079, -9.9900], "elements": ["C", "C", "O", "Cr", "H", "H", "H", "O", "C", "O"], "xyz": [[2.59902, 0.41246, 0.51955], [1.95780, -0.67844, 0.92444], [0.81861, -1.19017, 0.35656], [-1.28798, -1.10366, 0.35474], [2.25300, 1.01821, -0.31630], [3.50861, 0.70265, 1.04569], [2.25824, -1.26071, 1.79735], [-0.44298, -2.49107, -0.85760], [0.77946, -2.30113, -0.63820], [1.78778, -2.83915, -1.00879]], "forces_ev_per_a": [[-0.247, -0.340, 0.122], [0.751, -0.175, 0.261], [0.298, 0.582, -0.220], [-0.896, 0.112, 0.046], [0.136, -0.244, 0.099], [-0.368, 0.025, -0.119], [0.242, 0.167, -0.248], [-0.360, 0.041, -0.182], [0.865, -0.987, -0.195], [-0.420, 0.819, 0.435]]}



Record 7
{"formula": "C3H3CrO4", "method": "the ωB97M-V functional and the def2-TZVPD basis", "e_lumo_ev": [-2.23, -2.22], "orbital_gap_ev": [6.09, 5.60], "s2": 3.763, "spin_multiplicity": 4, "e_homo_ev": [-8.3213, -7.8136], "elements": ["O", "C", "O", "O", "C", "O", "Cr", "C", "H", "H", "H"], "xyz": [[-1.49854, 1.60863, 0.86924], [-0.79475, 1.30758, -0.10733], [-0.93724, 1.54073, -1.32021], [0.63490, -0.68007, 0.18146], [0.54106, 0.62800, 0.26166], [1.57100, 1.27814, 0.40883], [3.50410, 0.91321, -0.47751], [-0.54526, -1.48787, 0.06694], [-0.20246, -2.52378, 0.13494], [-1.24322, -1.26846, 0.88408], [-1.02959, -1.31612, -0.90209]], "forces_ev_per_a": [[0.303, -0.537, -0.101], [-0.967, 1.300, 0.503], [0.650, -0.742, 0.348], [0.737, -0.443, 0.411], [-1.049, 0.005, -1.493], [1.788, 0.079, -0.121], [-1.213, 0.127, 0.534], [-0.537, -0.150, -0.092], [-0.041, 0.275, -0.007], [0.208, 0.031, -0.245], [0.120, 0.054, 0.262]]}



Record 8
{"formula": "C3H3CuLiMgO3", "method": "the ωB97M-V functional and the def2-TZVPD basis", "e_lumo_ev": [-5.04, -5.04], "orbital_gap_ev": [5.48, 5.48], "charge": 1, "spin_multiplicity": 1, "e_homo_ev": [-10.5247, -10.5238], "elements": ["O", "Cu", "C", "O", "C", "H", "H", "Mg", "C", "O", "Li", "H"], "xyz": [[0.03199, 1.35532, -1.54536], [1.61274, 1.32029, -3.01797], [-0.09234, 0.55445, -0.58323], [-0.56071, 1.23316, 0.49985], [-1.34789, 0.43283, 1.45433], [-2.39301, 0.76235, 1.34459], [-0.99760, 0.75980, 2.44629], [-0.67594, -1.42873, 0.66918], [1.19248, -1.61749, -0.95941], [0.01461, -2.10692, -1.20706], [1.24639, -0.08154, 1.20526], [1.96928, -1.18351, -0.30647]], "forces_ev_per_a": [[1.405, -0.879, -0.499], [-1.231, -0.344, 1.016], [0.083, 1.711, -0.403], [-0.490, 0.375, 0.795], [0.890, 0.355, 0.496], [0.331, -0.534, 0.022], [-0.357, -0.055, -0.202], [-0.655, -0.769, -2.048], [-2.632, -1.035, -3.478], [3.064, 0.533, 2.676], [0.250, 1.223, 0.224], [-0.658, -0.580, 1.401]]}



Record 9
{"formula": "C3H3CuLiO3", "method": "the ωB97M-V functional and the def2-TZVPD basis", "e_lumo_ev": [-8.45, -8.67], "orbital_gap_ev": [8.39, 9.20], "charge": 2, "s2": 0.758, "spin_multiplicity": 2, "e_homo_ev": [-16.8425, -17.8691], "elements": ["O", "C", "C", "O", "O", "C", "Li", "H", "H", "H", "Cu"], "xyz": [[-0.72292, -1.83761, -0.05511], [0.39513, -2.10619, -0.16438], [-1.59403, 1.02666, 0.06536], [1.47825, -2.55251, -0.16027], [0.61835, 1.60952, -0.41059], [-0.48133, 1.91431, 0.10001], [2.50139, -4.24502, -0.27331], [-2.34907, 1.07225, 0.85092], [-1.71734, 0.35611, -0.78556], [-0.65331, 2.93942, 0.47192], [2.52489, 1.82307, 0.36101]], "forces_ev_per_a": [[1.458, 0.319, -0.485], [-1.976, -0.885, 0.853], [-0.166, 0.195, -0.098], [0.565, 0.178, -0.392], [0.937, -0.232, 0.554], [-0.438, 0.362, -0.400], [0.029, 0.000, -0.017], [0.058, 0.117, -0.374], [0.111, 0.019, 0.425], [0.218, -0.360, 0.396], [-0.798, 0.287, -0.462]]}



Record 10
{"formula": "C3H3EuO", "method": "the ωB97M-V functional and the def2-TZVPD basis", "e_lumo_ev": [-18.84, -17.12], "orbital_gap_ev": [3.64, 7.77], "charge": 3, "s2": 16.123, "spin_multiplicity": 8, "e_homo_ev": [-22.4782, -24.8929], "elements": ["C", "C", "H", "H", "Eu", "C", "O", "H"], "xyz": [[0.35339, 0.72347, -0.31708], [1.27555, -0.17899, -0.00158], [1.46385, -0.42741, 1.05461], [1.93547, -0.64374, -0.74326], [0.99329, 2.81502, -1.72263], [-2.25778, -1.95732, 0.73028], [-3.10170, -1.22562, 0.90413], [-0.66206, 0.89458, 0.09553]], "forces_ev_per_a": [[0.608, -2.110, 2.513], [-1.219, 0.985, -1.360], [0.404, 0.327, 0.529], [-0.056, -0.684, 0.003], [0.473, 1.741, -0.962], [-1.240, 0.988, 0.262], [1.159, -1.128, -0.227], [-0.130, -0.120, -0.758]]}



The evaluated total energy for the records listed, in turn: -726.6342 -1049.6183 -1049.6517 -1049.7037 -974.3846 -1386.2350 -1461.3692 -2189.4421 -1989.1983 -900.1875 Ha.
The evaluated energy above the lowest of the compared OMol25 structures with the same formula, charge and spin for the records listed, in turn: 91.5 60.3 39.3 6.7 37.1 0.0 0.0 53.4 0.0 0.0 kcal/mol.
The evaluated maximum force for the records listed, in turn: 0.093 0.102 0.089 0.038 0.066 0.026 0.035 0.087 0.045 0.065 hartree/bohr.